No. 1
Formula: C46H63Cl3N4O4PSSbSe4Ti
Source: the Open Molecules 2025 dataset
Level of theory: ωB97M-V/def2-TZVPD

## Properties
- Net charge: +1
- Gap between HOMO and LUMO (alpha / beta): 6.9 / 5.1 eV
- 2S+1: 2
- Total energy: -411600.114 eV
- Relative energy (zero: lowest compared OMol25 entry of this formula, charge and spin): 141.7 kJ/mol
- Expectation value of S²: 0.758

Structure (XYZ):
```
128
Properties=species:S:1:pos:R:3:forces:R:3:lowdin_spin:R:1
Sb -21.482 13.129 1.944 1.388 0.023 -0.765 0.013
Se -22.474 13.541 4.132 -0.204 0.128 0.285 0.854
Se -19.291 14.071 1.716 -0.889 -0.233 0.412 0.097
Se -22.465 11.748 0.367 -0.329 -0.052 0.068 0.013
Se -21.216 9.306 3.585 0.212 0.240 -1.267 0.004
Ti -21.187 9.264 5.738 -0.506 -0.777 1.569 0.001
Cl -16.463 4.890 9.597 0.027 -0.668 -0.287 0.000
Cl -19.298 6.868 13.780 -0.189 -0.205 0.193 0.000
Cl -19.647 14.074 12.345 0.420 -0.111 -0.097 0.000
S -17.846 14.888 10.159 0.392 -0.340 0.106 0.000
P -22.908 4.882 4.336 -0.433 0.478 -0.779 0.000
O -23.533 7.434 8.313 0.872 0.259 0.246 0.000
O -22.161 7.440 5.998 -0.556 0.598 0.628 0.000
O -19.068 10.663 11.475 0.890 1.330 0.182 0.000
O -19.327 7.972 5.842 -1.137 0.121 2.088 0.000
N -20.861 8.832 8.138 0.710 1.065 -1.883 0.000
N -20.945 8.748 10.295 0.447 0.434 0.585 0.000
N -20.652 11.209 6.389 0.029 0.929 -0.187 0.001
N -23.010 10.133 6.193 1.442 -0.072 -0.094 0.001
C -21.621 11.949 6.860 -1.378 -0.966 0.448 0.003
C -23.374 4.724 0.122 -1.244 0.167 0.374 0.000
C -17.876 10.461 4.459 -0.914 0.234 -1.128 0.000
C -16.145 9.140 5.322 1.641 -1.459 -0.618 0.000
C -20.916 9.576 9.222 -0.464 -1.375 0.440 0.000
C -17.978 11.402 12.125 0.452 -1.376 0.633 0.000
C -16.831 9.608 4.238 0.220 0.294 0.774 0.000
C -24.214 11.688 7.361 1.202 -0.030 -0.328 0.002
C -24.639 4.282 4.583 -0.362 -0.425 -0.416 0.000
C -24.270 9.787 6.202 -2.091 -1.068 -0.697 0.000
C -25.098 4.519 7.073 0.621 -0.219 0.979 0.000
C -19.890 1.974 4.215 0.227 0.191 1.103 0.000
C -17.609 12.561 11.274 0.484 0.251 -0.289 0.000
C -17.358 6.132 10.351 0.196 0.847 1.034 0.000
C -19.917 3.733 6.079 0.883 0.815 -0.431 0.000
C -23.031 5.295 2.534 -0.064 -0.510 0.863 0.000
C -16.601 12.649 10.239 0.566 -1.368 -0.048 0.000
C -18.261 13.733 11.345 -1.692 0.891 0.192 0.000
C -18.315 10.746 5.717 -0.005 1.909 1.620 0.000
C -22.901 11.314 6.876 -1.119 1.135 0.991 0.009
C -20.752 7.450 9.884 -0.470 1.676 -2.885 0.000
C -19.084 2.624 5.368 -0.287 0.279 -0.234 0.000
C -26.253 5.539 6.821 -1.226 -0.486 -0.363 0.000
C -26.869 5.481 5.376 1.454 -0.816 0.097 0.000
C -19.418 9.464 12.076 1.145 -1.318 0.708 0.000
C -18.554 7.034 12.243 0.641 0.322 -1.955 0.000
C -17.856 8.472 10.412 -0.270 -0.535 0.312 0.000
C -20.695 7.543 8.479 0.133 -1.495 2.318 0.000
C -18.561 8.276 11.577 -0.441 0.777 1.385 0.000
C -21.749 5.872 1.964 -0.471 -1.963 -1.788 0.000
C -25.077 10.677 6.916 1.724 0.704 -0.361 0.000
C -16.628 13.824 9.547 -0.608 0.101 0.385 0.000
C -17.970 5.928 11.587 -0.711 -0.115 0.581 0.000
C -17.566 10.284 6.794 -1.565 1.352 1.352 0.000
C -20.850 9.187 11.684 -0.799 0.967 -0.136 0.000
C -23.260 6.259 -0.005 -1.504 -1.068 0.120 0.000
C -17.249 7.421 9.823 0.700 -1.716 -0.510 0.000
C -19.381 11.807 6.038 1.290 0.255 0.427 0.000
C -21.934 3.344 4.592 0.532 -0.381 -0.460 0.000
C -16.509 9.465 6.597 0.743 -0.916 1.200 0.000
C -25.700 5.373 4.320 -1.172 -0.166 0.443 0.000
C -20.755 3.059 3.643 0.031 1.944 -0.434 0.000
C -23.574 4.218 1.587 -1.030 1.036 -0.615 0.000
C -22.175 6.820 0.813 2.498 1.927 1.872 0.000
C -21.391 3.402 6.024 -0.878 1.355 0.784 0.000
C -24.830 3.566 5.896 -0.485 1.058 0.987 0.000
H -26.103 5.192 3.325 -0.273 -0.008 -0.052 0.000
H -21.406 10.152 11.749 0.190 -0.827 0.227 0.000
H -19.510 3.867 7.097 -0.441 -0.040 -0.285 0.000
H -22.571 2.473 4.512 -0.554 -0.149 -0.031 0.000
H -22.902 7.490 9.076 -1.148 -0.300 -0.793 0.000
H -25.760 3.053 5.911 -0.779 -1.113 -0.714 0.000
H -23.100 3.257 1.680 0.438 -0.390 0.323 0.000
H -25.238 3.879 7.979 -0.372 0.531 -0.622 0.000
H -15.253 8.518 5.180 -0.418 0.122 -0.016 0.000
H -21.297 7.117 0.204 -0.287 -0.236 0.315 0.000
H -24.192 5.069 7.334 0.143 0.228 -0.183 0.000
H -20.206 4.030 3.569 0.081 -0.778 -0.128 0.000
H -22.832 7.426 6.746 0.664 -0.114 -0.382 0.000
H -22.067 4.067 6.639 1.000 -0.175 -0.443 0.000
H -21.273 8.426 12.331 -0.223 -0.012 0.018 0.000
H -24.428 12.597 7.934 -0.027 -0.480 -0.349 0.000
H -19.224 7.905 4.924 0.453 -0.355 -2.487 0.000
H -21.548 2.480 6.488 -0.139 -1.828 0.726 0.000
H -24.258 4.388 -0.421 0.132 0.015 -0.336 0.000
H -18.996 12.521 6.828 -0.387 -0.968 -0.420 0.000
H -20.567 1.246 4.681 0.192 -0.263 -0.303 0.000
H -18.826 1.885 6.097 0.114 -0.657 0.544 0.000
H -16.642 7.529 8.947 0.080 0.116 -0.408 0.000
H -21.063 2.868 2.632 -0.462 -0.295 -0.449 0.000
H -22.419 6.734 5.340 0.127 -0.157 0.027 0.000
H -19.461 12.441 5.175 -0.443 0.267 -0.759 0.001
H -15.893 11.787 10.081 -0.759 1.185 -0.077 0.000
H -24.688 8.964 5.597 0.647 0.248 0.481 0.000
H -25.291 6.357 4.236 0.691 0.798 0.160 0.000
H -18.342 10.906 3.605 -0.467 0.243 -0.338 0.000
H -21.601 12.984 7.253 0.743 -0.519 -0.374 0.001
H -17.838 10.696 7.793 0.244 -0.681 -0.629 0.000
H -19.283 9.470 13.176 -0.465 0.392 -0.331 0.000
H -26.122 10.646 6.842 -1.211 0.069 0.492 0.000
H -27.549 4.623 5.289 0.172 0.148 0.005 0.000
H -20.964 10.648 9.300 -0.130 0.024 -0.077 0.000
H -24.822 3.531 3.803 0.360 -0.019 0.103 0.000
H -27.452 6.382 5.180 0.040 -0.063 0.028 0.000
H -18.288 11.696 13.174 0.189 -0.196 -1.209 0.000
H -24.041 2.840 6.081 -0.004 0.056 0.248 0.000
H -21.093 6.235 2.725 0.482 0.769 0.267 0.000
H -17.808 9.406 9.917 -0.150 1.014 -0.092 0.000
H -21.296 4.940 1.535 0.442 1.009 0.156 0.000
H -19.769 4.709 5.559 0.045 -0.479 0.356 0.000
H -15.983 9.026 7.439 0.184 0.300 -0.088 0.000
H -24.420 7.179 8.561 -0.101 -0.038 0.480 0.000
H -20.535 6.727 7.766 -0.254 0.612 0.323 0.000
H -18.558 8.453 6.162 0.403 0.113 0.296 0.000
H -16.511 9.399 3.264 0.399 -0.318 -1.282 0.000
H -22.531 4.232 -0.319 0.623 -0.161 -0.327 0.000
H -27.116 5.471 7.539 0.957 -0.233 -0.423 0.000
H -17.080 10.729 12.221 -0.807 0.397 -0.040 0.000
H -16.097 14.223 8.704 0.543 -0.389 -0.073 0.000
H -19.250 1.458 3.496 -0.123 0.170 0.067 0.000
H -23.720 6.131 2.541 -0.581 0.179 0.190 0.000
H -22.508 7.775 1.328 0.332 -0.850 -0.684 0.000
H -24.664 4.031 1.751 0.782 0.276 -0.017 0.000
H -20.751 6.666 10.566 0.166 -1.199 0.847 0.000
H -18.121 3.002 5.015 -0.165 0.257 -0.117 0.000
H -18.078 4.929 12.049 0.385 0.679 -0.387 0.000
H -25.878 6.544 6.939 0.302 0.480 0.081 0.000
H -24.165 6.744 0.359 -0.486 -0.382 -0.174 0.000
H -23.195 6.539 -1.039 0.188 0.116 -0.588 0.000
```
Forces are in eV/Å.

=====

No. 2
Formula: C3H9NO2
Source: the Open Molecules 2025 dataset
Level of theory: ωB97M-V/def2-TZVPD

## Properties
- Net charge: 0
- Gap between HOMO and LUMO: 10.6 eV
- Total energy: -8839.991 eV
- SMILES: C[C@H](CO)ON
- Relative energy (zero: lowest compared OMol25 entry of this formula, charge and spin): 286.0 kJ/mol

Structure (XYZ):
```
15
Properties=species:S:1:pos:R:3:forces:R:3:nbo_charge:R:1
O 0.974 -0.903 0.164 0.630 0.005 -0.080 -0.424
O 0.411 1.361 1.975 1.680 -1.571 -0.426 -0.702
N 1.566 -0.308 -1.003 -0.263 0.085 0.070 -0.548
C -1.277 -0.625 -0.760 0.334 -0.017 0.232 -0.648
C -0.288 1.138 0.784 -1.020 -0.877 -0.826 -0.096
C -0.331 -0.393 0.410 -0.620 1.297 -0.108 0.071
H -0.947 -0.048 -1.620 -0.035 0.034 -0.094 0.221
H 1.117 0.675 1.814 -0.341 1.157 1.130 0.463
H -0.648 -0.972 1.284 0.025 0.152 -0.043 0.194
H -2.282 -0.315 -0.491 -0.148 0.028 0.011 0.217
H 1.643 -1.058 -1.689 0.055 0.072 0.282 0.345
H 0.157 1.672 -0.067 -0.059 -0.013 0.095 0.170
H -1.295 -1.680 -1.024 -0.030 -0.097 -0.060 0.215
H 2.508 -0.047 -0.716 -0.176 -0.180 -0.006 0.349
H -1.307 1.501 0.937 -0.031 -0.073 -0.176 0.174
```
Forces are in eV/Å.

=====

No. 3
Formula: CH5Cl2N2OP
Source: the Open Molecules 2025 dataset
Level of theory: ωB97M-V/def2-TZVPD

## Properties
- Net charge: 0
- Gap between HOMO and LUMO: 9.3 eV
- Total energy: -40477.983 eV
- SMILES: NP(N)(=O)C(Cl)Cl
- Relative energy (zero: lowest compared OMol25 entry of this formula, charge and spin): 258.4 kJ/mol

Structure (XYZ):
```
12
Properties=species:S:1:pos:R:3:forces:R:3:nbo_charge:R:1
Cl 1.478 1.323 2.755 0.185 0.180 0.095 0.020
Cl -1.410 0.901 2.929 -0.195 0.207 0.145 0.024
P 0.122 -0.436 0.885 0.752 -4.708 4.862 1.904
O 0.320 -1.937 2.242 -0.739 5.237 -4.983 -0.915
N 1.339 -0.052 -0.174 0.016 -0.284 -0.085 -1.178
N -1.187 -0.639 -0.100 0.144 0.150 0.204 -1.173
C -0.029 1.133 1.864 -0.086 -0.410 -0.082 -0.601
H 2.253 -0.015 0.266 -0.044 0.067 -0.067 0.423
H -0.192 2.036 1.269 0.054 -0.294 -0.012 0.245
H -1.514 0.194 -0.573 -0.068 -0.086 -0.085 0.404
H -1.927 -1.139 0.372 -0.112 -0.110 -0.049 0.431
H 1.348 -0.680 -0.972 0.093 0.051 0.056 0.416
```
Forces are in eV/Å.